Run i
Computed, not measured: 2 unconnected molecules or ions with the total composition C6H12O, with wB97M-V/def2-TZVPD.

Calculated values
- net charge = +1
- multiplicity = 2

Atoms and positions in Å:
1 H -1.4870 0.8107 4.6203
2 O -0.7928 1.2982 5.0779
3 H 0.6892 -2.1847 -2.3670
4 H -0.7172 -2.3781 1.0227
5 H -1.9919 -1.7150 -0.0458
6 H 1.0543 -0.8443 -3.4475
7 H 1.3954 1.1876 -2.4885
8 H -0.5865 -1.1798 -3.1030
9 H -0.0123 -0.1137 0.6084
10 C -0.9367 -1.9951 0.0210
11 C -0.1117 -0.8032 -0.2178
12 C 0.3996 -1.1779 -2.6464
13 H 0.8010 3.0813 -0.9304
14 C 0.9239 0.9860 -1.5334
15 H -0.7364 -2.8428 -0.6401
16 H -0.3636 1.7547 4.3421
17 C 0.7513 2.0367 -0.6629
18 H 0.7197 1.8010 0.3992
19 C 0.2901 -0.2865 -1.4487

These are the Mulliken partial charges, in e, on atoms 1 to 6:
1. H 0.311
2. O -0.610
3. H 0.355
4. H 0.367
5. H 0.325
6. H 0.404

---

Run ii
Computed, not measured: a gas-phase ion, C6H12O (charge +1), with wB97M-V/def2-TZVPD.

Calculated values
- net charge = +1
- multiplicity = 2

Atoms and positions in Å:
1 H 0.8333 1.8639 -1.1931
2 H 2.8555 0.4283 0.5755
3 C 0.9014 -0.2326 -0.2470
4 H 0.2354 -0.2695 1.9058
5 H 1.4337 0.4613 -2.2763
6 H -0.2239 0.5508 -1.8818
7 C 2.4220 -0.3427 0.0117
8 H 2.5391 -1.2523 0.6380
9 H -3.1680 -0.1251 0.5527
10 C 0.7850 0.7877 -1.4303
11 C -2.0891 -0.3630 0.2951
12 H 1.0676 1.2306 1.2821
13 H 3.0325 -0.6727 -0.7691
14 H 0.7749 -1.3302 -0.4419
15 C -1.1702 0.8518 0.7122
16 C 0.2641 0.4321 0.9653
17 O -1.6592 -1.3504 -0.2164
18 H -1.3542 1.6089 -0.0998
19 H -1.4317 1.5099 1.5971

These are the Mulliken partial charges, in e, on atoms 1 to 6:
1. H 0.267
2. H 0.415
3. C 0.566
4. H 0.322
5. H 0.389
6. H 0.350

---

Run iii
Computed, not measured: a gas-phase ion, C6H12O (charge +1), with wB97M-V/def2-TZVPD.

Calculated values
- net charge = +1
- multiplicity = 2

Atoms and positions in Å:
1 H 1.4382 -0.9265 2.7088
2 H 1.6350 0.1783 -0.4439
3 H 2.1524 0.4844 2.0559
4 H 0.3709 1.9609 0.7917
5 C -1.2275 -0.7482 1.6958
6 C 0.7238 0.5827 -0.8677
7 H -0.5351 -1.2370 -1.0885
8 H -1.9508 -0.0449 2.2221
9 C 0.1176 -0.5694 -1.6790
10 C -0.0826 1.0315 0.3850
11 H -1.1477 -1.6864 2.2142
12 C 1.2072 -0.0105 2.1635
13 H -0.9930 -0.7734 -3.2100
14 H -1.7608 -0.9549 0.7693
15 C -0.0266 0.0613 1.5062
16 H -1.1300 1.1663 0.1212
17 O -0.5663 -0.0346 -2.7697
18 H 0.9472 -1.2517 -1.9445
19 H 0.9147 1.4365 -1.5200

These are the Mulliken partial charges, in e, on atoms 1 to 6:
1. H 0.322
2. H 0.391
3. H 0.372
4. H 0.356
5. C -1.224
6. C -0.481

---

Bottom line: run i, by a margin of 30.1 kJ/mol.

---

Run i
Computed, not measured: a single C18H22N4O5S molecule, with wB97M-V/def2-TZVPD.

Calculated values
- multiplicity = 1

Atoms and positions in Å:
1 H 5.2061 -1.5444 0.1221
2 H 4.2590 -0.0318 -0.0419
3 C -0.6193 0.3486 -3.1321
4 H -1.6521 3.6771 -3.4146
5 H -0.0052 -0.9669 -0.4119
6 C 2.5267 -0.3891 2.1776
7 H -2.8400 3.3656 -4.6921
8 H -1.5815 -0.1309 6.8370
9 C -2.9162 0.0536 5.1704
10 C 0.0753 -1.2678 -1.4620
11 N 1.9086 0.0912 1.1406
12 N 0.6375 0.3085 1.5176
13 S 4.1548 -0.9454 2.1607
14 H -3.7285 1.1078 1.1894
15 H -3.7926 -0.6789 1.1933
16 H -3.8051 0.0801 5.7829
17 H 1.1170 -3.1052 -0.9708
18 H 3.6740 0.0305 -1.9377
19 C -1.9164 0.1056 2.9764
20 C 1.2365 -2.2505 -1.6366
21 H -0.8633 -1.7171 -1.7881
22 H -1.6932 1.2059 -5.2199
23 C -1.6704 -0.0636 5.7641
24 N 0.3187 -0.0930 -2.2714
25 O -1.9379 0.1507 1.6312
26 C 3.0853 -1.9057 -0.1387
27 H 0.4399 -0.1836 5.4118
28 H -0.5794 2.5947 -5.4154
29 H -4.0266 0.2156 3.3610
30 C -0.5410 -0.0930 4.9706
31 C 0.5349 -0.0333 2.7638
32 H 1.6990 1.4096 -2.6635
33 H -2.7569 2.2999 -3.2822
34 H 1.2861 -2.5966 -2.6736
35 O 1.7311 -0.4787 3.2538
36 C 4.2610 -1.0478 0.3393
37 C 1.5712 0.5677 -1.9857
38 C -0.6473 -0.0004 3.5863
39 C -1.1702 2.0162 -4.7015
40 O -0.2145 1.4546 -3.8062
41 O 2.7400 -2.8673 0.5200
42 N 2.4872 -1.5871 -1.3052
43 H -2.9258 0.1805 -0.1037
44 C -3.1751 0.1929 0.9562
45 O -1.6909 -0.1891 -3.3014
46 H 2.7385 -0.7970 -3.1908
47 H 1.5571 0.9140 -0.9472
48 C -3.0427 0.1325 3.7944
49 C 2.7182 -0.4407 -2.1537
50 C -2.1713 2.9015 -3.9727

These are the Mulliken partial charges, in e, on atoms 1 to 6:
1. H 0.368
2. H 0.366
3. C 0.707
4. H 0.296
5. H -0.312
6. C 0.378

---

Run ii
Computed, not measured: a single C18H22N4O5S molecule, with wB97M-V/def2-TZVPD.

Calculated values
- multiplicity = 1

Atoms and positions in Å:
1 C -0.8619 3.1169 2.0395
2 C -2.6639 2.4204 0.0638
3 H 1.1964 -2.6897 0.3133
4 H -6.4033 1.1824 -1.3342
5 C -1.7574 4.0548 1.5612
6 O -4.3847 3.0163 -1.4181
7 C 3.1753 -0.9252 0.7342
8 H -1.7474 5.0559 1.9652
9 C 1.4731 -2.5185 2.4448
10 C -2.6629 3.7156 0.5724
11 H 1.2964 -3.6678 -2.1601
12 H -0.1587 3.3906 2.8145
13 C 0.3114 -0.3819 1.7229
14 C 3.2972 -2.7595 -1.9491
15 S 4.1197 -3.0931 -0.4109
16 H -7.3635 1.9759 -2.5894
17 O 4.1290 -4.4976 -0.1509
18 H 2.0928 -4.0516 1.0412
19 H 3.3845 -1.2305 -4.7725
20 H 3.5637 -0.7410 2.8296
21 N 2.0152 -2.4610 -3.7456
22 C -0.8571 1.8169 1.5322
23 C 1.4429 -0.9894 2.5574
24 N 0.0735 0.9195 2.0655
25 O -3.7063 0.8759 -1.4218
26 H 2.7813 0.6789 2.1133
27 C -1.7652 1.4710 0.5394
28 C 2.0940 -3.0595 -2.5334
29 H 2.1544 -2.9110 3.2009
30 H -4.9218 2.0051 -3.1319
31 N 3.9496 -1.9518 -2.8389
32 C -5.3558 2.7146 -2.4197
33 C 3.1354 -1.8095 -3.9063
34 H 1.2620 -0.7208 3.6053
35 H 4.1697 -0.5781 0.4495
36 H -1.7880 0.4743 0.1296
37 N 3.2238 -2.3655 0.7711
38 H 0.6407 1.3068 2.8074
39 C 2.8001 -0.4128 2.1228
40 H -5.5559 3.6668 -2.9157
41 H 4.8790 -1.5977 -2.6703
42 H -7.0308 2.8162 -1.0661
43 C -3.6234 1.9985 -0.9912
44 O 5.3699 -2.3883 -0.5054
45 H 2.4406 -0.5735 -0.0077
46 H 0.4755 -2.9196 2.6252
47 C -6.6241 2.1347 -1.8097
48 C 1.9442 -2.9722 1.0645
49 O -0.2936 -0.9810 0.8669
50 H -3.3657 4.4403 0.1953

These are the Mulliken partial charges, in e, on atoms 1 to 6:
1. C -0.715
2. C 0.013
3. H 0.304
4. H 0.318
5. C -0.815
6. O -0.348

---

Bottom line: run ii, by a margin of 98.9 kJ/mol.